53
Properties=species:S:1:pos:R:3:mulliken_charge:R:1 method="wB97M-V/def2-TZVPD" de_lowest_kj_mol=176.4 homo_ev=-12.71 total_charge=+2 gap_ev=3.70
Sn -0.4619 -0.0736 1.9703 1.020
C -2.1877 -3.3015 0.5708 -1.138
C -3.0907 -2.1074 0.7203 0.575
C -4.5430 -2.3082 0.4556 -0.815
C -5.3251 -1.2326 0.3015 -0.862
C -4.7460 0.0218 0.1343 1.209
C -5.4429 1.1857 -0.3459 -0.086
Br -7.1884 1.0774 -1.0651 -0.065
C -4.8380 2.4050 -0.4373 -0.743
C -3.4631 2.6444 -0.1679 0.278
Br 1.0933 5.2770 -2.3813 -0.235
C -2.7609 1.4441 0.4170 1.240
O -0.4307 2.6835 -2.0667 -0.691
C -3.3825 0.1521 0.4927 -0.238
N -2.5258 -0.8945 0.8986 -0.101
H -1.9384 -3.5328 -0.4888 0.311
H -2.8162 -4.1923 0.9076 0.393
H -1.2496 -3.2456 1.0911 0.244
H -4.8855 -3.3331 0.4629 0.438
H -6.4278 -1.3110 0.3876 0.450
H -5.2157 3.3549 -0.8337 0.532
N 2.4890 2.4354 -1.6734 -0.362
C 1.8019 2.9083 -0.4011 0.444
C 2.6492 3.9850 0.2698 -1.456
P 1.7029 1.4648 0.7241 1.106
O 3.2781 1.0083 0.5374 -0.585
O 0.7961 0.4568 0.0285 -0.750
O 1.4749 1.4798 2.2350 -0.801
P 0.1781 3.6962 -1.1493 1.299
O -0.5897 4.4976 -0.0079 -0.546
O -2.8717 3.7127 -0.3332 -0.576
O -1.6954 1.7159 1.0431 -0.633
H 1.7829 1.9768 -2.2946 0.343
H 3.1838 1.7134 -1.4742 0.269
H 2.9598 3.2614 -2.1043 0.394
H 2.8254 3.7122 1.3611 0.396
H 2.0953 4.8968 0.5049 0.429
H 3.5951 4.1937 -0.2578 0.326
H 3.6044 0.9663 1.4258 0.355
H -1.5391 4.1223 -0.0547 0.521
C 4.3569 -4.8588 0.7581 -1.109
As 3.0991 -3.2915 0.9043 0.231
C 4.2822 -2.1047 -0.3253 -0.714
C 1.5638 -3.7112 -0.2932 -0.942
H 4.8729 -4.9932 -0.2367 0.326
H 3.6993 -5.7399 1.0307 0.354
H 5.0417 -4.8025 1.5563 0.408
H 4.0807 -2.5182 -1.3297 0.342
H 5.2730 -2.3447 0.0038 0.411
H 4.0523 -1.0640 -0.1931 -0.092
H 1.8411 -4.3197 -1.1426 0.425
H 1.0114 -2.8298 -0.5399 0.198
H 0.9312 -4.3392 0.4043 0.271

47
Properties=species:S:1:pos:R:3:mulliken_charge:R:1 method="wB97M-V/def2-TZVPD" homo_ev=-5.88 gap_ev=6.46
H 2.2627 -0.1740 -2.0128 0.481
N 0.3949 0.7824 -1.6960 -0.044
B -1.8310 2.0053 -1.9736 0.016
N -0.4807 1.4410 -2.5169 0.131
C 0.0588 1.5589 -3.7417 -0.047
Sn -0.0480 0.4617 0.4701 0.610
H -0.4930 2.0805 -4.5112 0.448
C 1.2956 0.9260 -3.7198 -1.096
H 1.9829 0.8426 -4.5391 0.382
C 1.4649 0.4199 -2.4291 -0.195
H -2.4733 2.5554 -2.8243 -0.089
C 0.3849 -0.0797 3.5247 -0.921
H 1.1955 -0.6130 4.0438 0.280
H -0.5419 -0.6413 3.6944 0.296
H 0.3025 0.9244 3.9560 0.321
N -1.3990 2.9540 -0.8182 0.273
N -2.5995 0.8334 -1.2961 0.114
N -0.6243 2.5127 0.2281 -0.105
N -2.0153 0.0217 -0.3572 -0.070
C -1.6539 4.2592 -0.6578 -0.088
C -3.8823 0.4673 -1.4448 -0.059
H -2.2502 4.7749 -1.3958 0.440
H -4.5096 1.0074 -2.1326 0.458
C -1.0455 4.6740 0.5201 -1.034
C -4.1232 -0.6125 -0.6038 -1.062
C -0.4104 3.5612 1.0601 -0.250
C -2.9259 -0.8884 0.0543 -0.165
H -1.0718 5.6652 0.9273 0.381
H -5.0547 -1.1323 -0.4812 0.384
H 0.1689 3.4593 1.9668 0.437
H -2.6776 -1.6655 0.7659 0.471
H 0.6433 -0.0422 2.4013 0.008
C 4.6289 -3.2216 1.6166 -0.950
Si 2.8544 -3.7917 1.3949 0.017
C 2.7513 -5.1039 0.0697 -0.934
C 2.2026 -4.4903 3.0153 -0.920
C 1.8531 -2.3297 0.8925 0.324
C 1.2006 -1.3466 0.5287 -0.870
H 5.2835 -4.0447 1.9323 0.298
H 4.6910 -2.4251 2.3700 0.287
H 5.0179 -2.8163 0.6731 0.297
H 3.3587 -5.9828 0.3187 0.303
H 1.7144 -5.4341 -0.0662 0.293
H 3.1016 -4.7073 -0.8905 0.285
H 2.2095 -3.7329 3.8108 0.279
H 1.1678 -4.8409 2.8999 0.287
H 2.8121 -5.3407 3.3523 0.300

78
Properties=species:S:1:pos:R:3:mulliken_charge:R:1 method="wB97M-V/def2-TZVPD" homo_ev=-9.91 gap_ev=9.11
C -3.2996 4.4066 -0.2066 -0.415
C -3.2190 2.9655 0.5717 0.163
C -3.4181 1.6543 -0.4434 -0.468
O -2.0920 1.0789 -0.8323 -0.327
C -1.7912 0.0383 0.1653 -0.419
Si -0.0361 -0.7479 -0.2193 0.312
O -0.2077 -2.4891 -0.0588 -0.254
Si 1.0976 -3.3647 -0.8531 0.448
S 3.0150 -3.2226 0.1718 0.963
O 4.1450 -3.6424 -0.8419 -0.586
O 3.3750 -1.7389 0.5713 -0.582
C 3.1081 -4.2167 1.7633 0.568
F 4.1824 -3.5816 2.6083 -0.201
F 3.5452 -5.6464 1.5527 -0.208
F 1.8241 -4.1972 2.5589 -0.215
H -2.4021 4.5748 -0.9526 0.221
H -4.3013 4.5956 -0.7945 0.155
H -3.2168 5.2577 0.6059 -0.053
H -4.0483 2.8407 1.4180 0.205
H -2.1812 2.8080 1.0900 -0.152
H -4.0728 1.9099 -1.3858 0.271
H -3.9879 0.8388 0.1966 0.301
H -1.8847 0.3982 1.2875 0.320
H -2.5862 -0.8443 0.0538 0.296
H 0.5026 -0.2928 -1.4935 -0.092
H 0.8568 -0.2572 0.8494 -0.088
H 1.3220 -2.9194 -2.2519 -0.088
H 0.6214 -4.7655 -0.9863 -0.086
C -0.0005 5.4633 2.5031 -0.405
Br 0.5332 6.8876 1.2904 0.103
Br -1.8605 5.6342 3.0464 -0.051
Br 0.3793 3.7039 1.7652 0.001
H 0.6078 5.5688 3.4075 0.392
C 2.6663 9.1429 -1.1513 -0.294
Br 0.8223 9.6615 -0.8125 0.031
Br 3.0788 9.1365 -3.0523 0.013
Br 3.9220 10.2329 -0.1417 -0.019
H 2.7792 8.1133 -0.7961 0.234
C -7.8165 6.0433 -0.2741 -0.362
Br -7.6781 7.3722 -1.6880 0.054
Br -7.6704 4.2314 -0.9669 -0.014
Br -6.5433 6.3752 1.1586 -0.039
H -8.8176 6.1402 0.1589 0.374
C -10.6282 6.9499 -4.6432 -0.344
Br -11.0225 5.7841 -3.1367 -0.006
Br -10.3263 8.7865 -4.0776 -0.025
Br -9.1547 6.2718 -5.7171 0.002
H -11.5156 6.9547 -5.2846 0.351
C 2.6249 5.7173 -5.3580 -0.357
Br 3.1821 7.2197 -6.4608 -0.029
Br 3.7554 5.5132 -3.7881 0.000
Br 0.7413 5.8261 -4.8843 0.021
H 2.7509 4.8129 -5.9624 0.352
C -3.2849 10.4031 0.0719 -0.423
Br -3.1465 11.7320 -1.3419 -0.019
Br -3.1388 8.5913 -0.6209 0.082
Br -2.0116 10.7351 1.5047 -0.024
H -4.2860 10.5001 0.5050 0.396
C 5.4706 -8.3260 2.7489 -0.018
Br 5.1259 -10.0939 2.0144 0.021
Br 4.5652 -8.0596 4.4499 -0.016
Br 7.3758 -7.9541 2.8770 0.000
H 5.0498 -7.5999 2.0455 0.033
C 5.7604 -14.3142 3.0015 -0.291
Br 5.6776 -16.1301 3.6940 -0.029
Br 7.3548 -13.3798 3.6089 -0.002
Br 5.5892 -14.2697 1.0642 -0.039
H 4.8990 -13.7763 3.4110 0.374
C 0.1937 -4.8808 -5.1869 -0.304
Br -0.9588 -3.4870 -4.4707 -0.023
Br 1.9109 -4.9399 -4.2748 -0.012
Br -0.6848 -6.6165 -5.1891 -0.002
H 0.3954 -4.6233 -6.2319 0.347
C 7.7191 -14.4702 7.2919 0.097
Br 6.5666 -13.0764 8.0081 0.001
Br 9.4363 -14.5292 8.2040 -0.019
Br 6.8406 -16.2058 7.2897 -0.015
H 7.9208 -14.2126 6.2469 -0.085

49
Properties=species:S:1:pos:R:3:mulliken_charge:R:1 method="wB97M-V/def2-TZVPD" de_lowest_kj_mol=16.0 homo_ev=-8.59 gap_ev=7.91
Rh -0.0787 -0.4040 -0.3432 -0.042
C -2.3766 4.0033 2.4423 -1.000
Si -1.8969 2.6758 3.6713 0.176
C -1.4295 3.4463 5.3122 -1.087
C -3.2724 1.4286 3.8945 -1.007
C -0.3733 1.7658 3.0118 0.255
C 0.8491 1.7085 3.6801 0.203
C 1.9507 1.0358 3.1606 -1.160
C 1.8200 0.3808 1.9517 -0.396
N 0.6541 0.4173 1.3176 -0.173
C -0.4068 1.0971 1.7913 0.332
S -1.6528 0.9486 0.5699 -0.287
H -3.2334 4.5731 2.8091 0.339
H -2.6481 3.5717 1.4777 0.320
H -1.5551 4.7027 2.2757 0.332
H -2.2877 3.9824 5.7229 0.312
H -0.6145 4.1652 5.2067 0.315
H -1.1311 2.6935 6.0446 0.315
H -4.1703 1.9123 4.2856 0.344
H -2.9833 0.6412 4.5929 0.340
H -3.5298 0.9554 2.9454 0.315
H 0.9504 2.2114 4.6350 0.406
H 2.8941 1.0127 3.6854 0.402
H 2.6129 -0.1837 1.4848 0.616
C 0.7856 3.2891 -4.0493 -1.495
C 1.6223 3.1181 -2.7743 2.012
C 1.5601 4.4050 -1.9416 -1.613
C 3.0791 2.8191 -3.1522 -1.566
C 1.0787 2.0013 -1.9859 -0.016
C 0.6529 1.0671 -1.3521 -0.542
H 1.1903 4.1028 -4.6554 0.391
H -0.2508 3.5202 -3.8014 0.373
H 0.7973 2.3742 -4.6429 0.309
H 1.9689 5.2411 -2.5137 0.396
H 2.1381 4.2960 -1.0233 0.375
H 0.5295 4.6383 -1.6716 0.377
H 3.4895 3.6399 -3.7446 0.392
H 3.1438 1.9011 -3.7374 0.359
H 3.6905 2.6970 -2.2575 0.382
O 1.9345 -2.5599 1.1765 -0.587
Cl 0.8569 -2.9457 0.3298 1.996
O 0.7164 -4.3496 0.2513 -0.638
O 1.0510 -2.3480 -1.0214 -0.691
O -0.4039 -2.3376 0.7938 -0.639
Cl 0.3692 -0.9767 -4.2013 -0.091
C -0.6676 -2.1262 -3.3821 -0.311
Cl -1.6216 -1.3593 -2.0680 0.037
H -0.0602 -2.8937 -2.9222 0.247
H -1.3978 -2.5216 -4.0777 0.376

47
Properties=species:S:1:pos:R:3:mulliken_charge:R:1 method="wB97M-V/def2-TZVPD" de_lowest_kj_mol=23.7 homo_ev=-9.28 smiles="Fc1ccccc1.CC(C)=O.CC(C)=O.ClCCl.ClCCl.ClCCl" gap_ev=9.71
F 1.1096 2.4787 -2.7443 -0.167
C 0.5867 1.7999 -3.7835 0.235
C -0.5700 1.0976 -3.6034 -0.091
C -1.1419 0.4514 -4.6996 -0.451
C -0.6169 0.6169 -5.9600 -0.551
C 0.5843 1.3056 -6.1282 -0.366
C 1.2117 1.8658 -5.0230 -0.572
H -0.9906 1.0144 -2.6099 0.445
H -2.0446 -0.1295 -4.5589 0.390
H -1.1130 0.1762 -6.8153 0.366
H 1.0902 1.3134 -7.0837 0.357
H 2.1299 2.4275 -5.1361 0.402
C -3.3412 -1.8143 3.0731 0.203
Cl -3.1959 -1.0658 1.4928 -0.081
Cl -4.5727 -3.0881 3.1157 -0.183
H -2.4232 -2.3243 3.3488 -0.218
H -3.5740 -1.0649 3.8221 0.276
C -0.4103 -1.3389 -0.4913 0.603
Cl -0.5960 -2.2073 -2.0213 -0.167
Cl 1.0189 -0.2679 -0.5784 -0.141
H -1.3075 -0.7661 -0.3051 -0.418
H -0.2539 -2.0322 0.3281 0.110
C -4.2745 2.1949 0.5069 -0.450
Cl -4.4336 2.1958 2.2651 -0.138
Cl -2.5943 1.9538 -0.0291 -0.059
H -4.8704 1.4144 0.0423 0.285
H -4.6691 3.1290 0.1188 0.367
C 3.9907 2.2077 0.6584 -1.005
C 2.8275 3.0472 1.1331 0.695
O 2.8458 3.5666 2.2309 -0.575
C 1.6765 3.2555 0.2015 -0.478
H 4.9178 2.6366 1.0383 0.373
H 4.0548 2.2087 -0.4304 0.292
H 3.9126 1.1930 1.0481 0.225
H 1.3329 2.3012 -0.2099 -0.103
H 1.9790 3.8857 -0.6376 0.283
H 0.8470 3.7510 0.7009 0.318
C 1.6250 -4.7182 3.0443 -1.192
C 0.5762 -3.6694 3.4617 0.835
O -0.3743 -3.4904 2.7298 -0.520
C 0.8528 -2.8119 4.6492 -1.099
H 1.8456 -5.4174 3.8527 0.345
H 2.5668 -4.1939 2.8647 0.321
H 1.2480 -5.1842 2.1417 0.321
H 0.4435 -1.8165 4.4906 0.333
H 1.8655 -2.8523 5.0369 0.347
H 0.2288 -3.2348 5.4522 0.300

41
Properties=species:S:1:pos:R:3:mulliken_charge:R:1 method="wB97M-V/def2-TZVPD" homo_ev=-14.29 total_charge=+2 gap_ev=6.02
C -0.5948 -2.1419 -4.6177 1.225
C -1.2941 -3.2150 -3.8775 -1.142
C -1.3259 -0.9146 -4.9855 -1.151
C 0.8845 -2.1420 -4.6441 -1.150
Cl 0.3556 -0.6135 -0.4025 -0.480
H -1.6943 -0.9156 -6.0365 0.354
H -0.6811 -0.0308 -4.8865 0.357
H -2.2099 -0.7772 -4.3483 0.360
H -1.6517 -4.0544 -4.5179 0.359
H -2.1811 -2.8217 -3.3580 0.358
H -0.6216 -3.6619 -3.1293 0.351
H 1.3247 -2.5887 -5.5659 0.363
H 1.2822 -2.7228 -3.7986 0.354
H 1.2797 -1.1176 -4.5775 0.358
C -1.4262 1.3254 3.1706 -0.405
C -1.6457 2.1119 2.0028 -0.644
C -2.0752 1.2600 0.9604 -0.492
H -1.6687 3.1967 1.9743 0.723
C -2.1060 -0.0837 1.4619 -0.519
C -1.6859 -0.0383 2.8204 -0.494
H -1.7407 -0.8757 3.5148 0.498
H -1.2908 1.7182 4.1789 0.553
H -2.4115 1.5611 -0.0237 0.473
H -2.4766 -0.9531 0.9330 0.491
C 2.5638 1.4755 1.8267 -0.384
C 1.6564 2.4138 2.4355 -0.470
C 0.8301 2.9683 1.3932 -0.520
H 1.7480 2.8157 3.4494 0.548
C 1.2288 2.3887 0.1500 -0.496
C 2.3100 1.4723 0.4109 -0.493
H 2.8681 0.9175 -0.3574 0.443
H 3.4268 1.0178 2.3082 0.500
H 0.1657 3.8266 1.4966 0.708
H 0.8426 2.6401 -0.8432 0.428
Hf 0.2389 0.6596 1.5024 1.022
C 1.2776 -0.4885 4.3557 -0.608
O 1.1404 -0.7041 2.9089 -0.582
H 0.6131 -1.2058 4.8380 0.311
H 0.9769 0.5245 4.6017 0.263
H 2.3231 -0.6251 4.6053 0.319
H 1.4449 -1.6018 2.6704 0.312